The following is a DFT calculation (wB97M-V/def2-TZVPD) of 4 unconnected molecules or ions with the total composition C3H16N2O3 in a non-equilibrium geometry.

## Properties
- frontier orbital gap (Ha) = 0.355
- SMILES = NCCCN.O.O.O
- ΔE to the lowest compared entry with this formula, charge and spin (kcal per mole) = 35.7
- net charge = 0

Last column: Mulliken charge in e.
Geometry (Å):
C1 1.18355 0.20597 0.75835  0.191
C2 0.41853 1.34018 1.30536  -0.448
C3 -1.03492 0.82756 1.49962  -0.753
N1 -1.81653 0.20911 0.39636  -0.482
N2 2.52697 0.70480 0.21569  -0.724
H1 1.43189 -0.51422 1.54897  0.252
H2 0.70109 -0.26788 -0.08197  -0.363
H3 0.80227 1.55856 2.31837  0.357
H4 0.38008 2.23784 0.70614  0.337
H5 -1.51922 1.68583 1.96068  0.407
H6 -1.04615 0.08166 2.29300  0.276
H7 -2.35610 0.89570 -0.11062  0.315
H8 -1.30900 -0.28695 -0.31720  0.161
H9 2.83048 1.51609 0.73993  0.262
H10 2.45109 1.08270 -0.72247  0.269
H11 -0.60691 0.34325 -1.96134  0.346
H12 -0.99288 -0.02531 -3.33842  0.300
O1 -0.83103 0.75311 -2.79755  -0.674
H13 -1.25866 -2.89046 1.13716  0.283
H14 -1.34361 -1.51319 1.90053  0.306
O2 -0.77652 -2.24491 1.65630  -0.601
H15 1.24430 -1.12678 -1.57503  0.300
H16 0.28196 -2.10371 -2.09397  0.321
O3 0.61589 -1.21678 -2.31133  -0.638